Entry 1:
Here is a single C5H8IN molecule from the OMol25 dataset. Energies are from ωB97M-V/def2-TZVPD.

Cartesian coordinates (Å):
C 1.261 -0.900 0.391
C -0.053 -0.187 -0.058
C 0.113 0.524 -1.503
C -1.110 -1.113 -0.102
N -1.966 -1.862 -0.022
C -0.711 1.145 0.984
I -0.488 0.573 3.116
H 1.993 -0.149 0.224
H 1.539 -1.740 -0.299
H 1.310 -1.477 1.401
H -0.714 0.074 -2.133
H 1.087 0.304 -2.078
H -0.095 1.585 -1.314
H -1.825 1.094 0.751
H -0.339 2.129 0.642

For the energy above the lowest of the compared OMol25 structures with the same formula, charge and spin, the calculation gives 69.0 kJ/mol. As for the SMILES: CC(C)(C#N)CI. The LUMO energy comes out at 0.1 eV. As for the HOMO energy: -9.67 eV. Its electronic energy is -547.69666 hartree.

***

Entry 2:
Here is a molecular structure, C5H8IrLiO4 from the OMol25 dataset. Energies are from ωB97M-V/def2-TZVPD.

Cartesian coordinates (Å):
C 2.073 1.258 1.547
C 0.603 1.065 1.327
O -0.010 2.077 0.826
Li -0.498 2.149 -0.958
H 2.464 0.430 2.159
H 2.576 1.326 0.573
H 2.246 2.236 2.022
H -0.062 0.549 2.050
H 0.371 -0.447 0.567
O -1.219 -2.260 0.216
C -1.941 0.585 -1.271
C -0.120 -1.670 -0.200
O -3.055 0.473 -0.749
O -1.563 -0.671 -1.819
C -0.222 -1.091 -1.604
Ir -2.926 -1.650 -0.579
H 0.800 -2.275 -0.087
H 0.012 -1.853 -2.359
H 0.473 -0.232 -1.663

As for the net charge: +1. The multiplicity is 6. The LUMO energy (spin up / spin down) comes out at -4.4 / -7.1 eV. As for the HOMO energy (spin up / spin down): -10.52 / -12.92 eV. Its electronic energy is -607.54884 hartree.

***

Entry 3:
Here is a molecular structure, C5H8LiO6Rb from the OMol25 dataset. Energies are from ωB97M-V/def2-TZVPD.

Cartesian coordinates (Å):
O -1.094 1.727 1.004
C -1.310 2.155 2.167
O -0.667 1.770 3.174
O -2.408 2.920 2.317
C -3.644 2.425 1.822
H -3.649 1.328 1.769
H -4.477 2.745 2.461
H -3.745 2.831 0.810
C 0.528 -1.673 -1.435
H 0.386 -0.920 -0.646
H -0.436 -1.812 -1.937
C 1.015 -2.987 -0.855
H 1.061 -3.759 -1.634
H 2.007 -2.895 -0.391
H 0.316 -3.316 -0.074
Rb 2.188 0.272 1.851
Li 4.384 0.638 -1.732
O 1.425 -1.181 -2.482
O 2.962 0.285 -3.079
O 2.743 -0.191 -0.946
C 2.416 -0.363 -2.162

For the energy above the lowest of the compared OMol25 structures with the same formula, charge and spin, the calculation gives 0.0 kJ/mol. The LUMO energy comes out at -1.5 eV. As for the HOMO energy: -7.00 eV. Its electronic energy is -678.45935 hartree.

***

Entry 4:
Here is a gas-phase ion, C5H8N (charge +1) from the OMol25 dataset. Energies are from ωB97M-V/def2-TZVPD.

Cartesian coordinates (Å):
C -2.110 0.971 -2.280
C -1.471 0.520 -1.224
C -0.962 0.145 -0.139
C -0.608 -0.242 1.056
C 0.805 -0.758 1.300
N 1.862 -0.095 0.418
H -3.078 1.158 -2.154
H -1.567 1.012 -3.161
H -1.236 -0.330 1.928
H 1.147 -0.489 2.348
H 0.794 -1.868 1.200
H 1.500 0.843 0.290
H 2.753 -0.188 0.928
H 2.170 -0.679 -0.510

For the energy above the lowest of the compared OMol25 structures with the same formula, charge and spin, the calculation gives 346.9 kJ/mol. As for the net charge: +1. As for the SMILES: C=C=C=CC[NH3+]. The LUMO energy comes out at -4.0 eV. As for the HOMO energy: -13.04 eV. Its electronic energy is -249.69300 hartree.

***

- Which value of electronic energy does entry 4 give?
  -249.69300 hartree